# 1
DFT (ωB97M-V/def2-TZVPD) results for a gas-phase ion, C11H20IN2 (charge +1) at a distorted geometry.

Properties
Energy above the lowest of the compared OMol25 structures with the same formula, charge and spin   136.0 kcal/mol
Max |F|   4.97 eV/A
Net charge   +1
Frontier orbital gap (spin up / spin down)   7.274 / 7.273 eV
E_tot   -837.89051 Ha

```
34
C11H20IN2 ωB97M-V/def2-TZVPD
C 1.194 0.494 0.465
C 0.834 -0.874 0.321
C -1.149 -0.191 -0.685
C 2.508 1.029 1.014
C 1.947 -1.894 0.577
C -0.564 3.449 0.880
C -0.241 2.983 -1.605
C -1.479 -2.744 -1.666
C -1.721 -2.858 0.999
C 0.237 2.741 -0.175
C -0.866 -2.546 -0.223
N 0.317 1.324 0.029
N -0.355 -1.153 -0.146
I -2.972 0.403 -0.009
H 3.350 0.885 0.187
H 2.465 2.162 1.177
H 2.943 0.425 1.933
H 2.774 -1.573 1.171
H 1.480 -2.903 1.010
H 2.346 -2.067 -0.333
H -0.040 4.411 1.234
H -0.840 2.903 1.677
H -1.514 3.714 0.535
H -0.760 4.024 -1.701
H -0.936 2.276 -1.805
H 0.614 3.038 -2.423
H -2.366 -2.104 -1.838
H -1.967 -3.755 -1.596
H -0.736 -2.549 -2.375
H -2.124 -1.993 1.353
H -0.972 -3.303 1.805
H -2.527 -3.625 0.877
H 1.305 3.218 -0.339
H -0.185 -3.349 -0.325
```

# 2
DFT (ωB97M-V/def2-TZVPD) results for a molecular structure, C11H20INO2OsPS3.

Properties
Energy above the lowest of the compared OMol25 structures with the same formula, charge and spin   5.2 kcal/mol
Max |F|   0.98 eV/A
Net charge   +2
Frontier orbital gap (spin up / spin down)   6.566 / 6.648 eV
Spin multiplicity   2
E_tot   -2560.15774 Ha
⟨S²⟩   0.76

```
40
C11H20INO2OsPS3 ωB97M-V/def2-TZVPD
Os -0.207 0.120 0.320
C 3.688 -3.788 -3.331
C 2.252 -3.399 -3.124
O 2.216 -2.192 -2.246
P 1.406 -2.014 -0.957
S 2.047 -0.400 0.072
S -0.581 -1.589 -1.188
O 1.576 -3.354 -0.173
C 1.005 -3.630 1.141
C 1.670 -4.865 1.691
H 3.723 -4.592 -4.068
H 4.139 -4.145 -2.407
H 4.267 -2.951 -3.716
H 1.678 -4.188 -2.642
H 1.764 -3.091 -4.044
H -0.069 -3.772 1.011
H 1.188 -2.762 1.781
H 1.519 -5.711 1.022
H 1.228 -5.107 2.658
H 2.738 -4.705 1.826
I 1.385 5.666 -0.724
C -0.024 4.164 -0.883
C -1.241 4.369 -1.525
C -2.154 3.325 -1.600
C -1.837 2.109 -1.039
N -0.655 1.915 -0.422
C 0.240 2.918 -0.343
H -1.474 5.330 -1.964
H -3.106 3.455 -2.094
H -2.520 1.271 -1.078
H 1.178 2.710 0.155
C -2.566 -1.141 2.356
S -1.702 0.439 2.215
C -0.627 0.413 3.666
H -1.867 -1.930 2.627
H -3.031 -1.351 1.397
H -3.337 -1.042 3.118
H -1.237 0.657 4.534
H 0.135 1.180 3.537
H -0.169 -0.566 3.782
```

# 3
DFT (ωB97M-V/def2-TZVPD) results for a molecular structure, C11H20MnN3O4PS4.

Properties
Energy above the lowest of the compared OMol25 structures with the same formula, charge and spin   0.0 kcal/mol
Max |F|   0.89 eV/A
Net charge   +2
Frontier orbital gap (spin up / spin down)   7.305 / 6.659 eV
Spin multiplicity   4
E_tot   -3980.95429 Ha
⟨S²⟩   3.80

```
44
C11H20MnN3O4PS4 ωB97M-V/def2-TZVPD
Mn 0.450 -0.222 -0.164
C -1.489 -3.155 1.550
C -1.732 -1.710 1.177
C -2.920 -1.096 1.886
O -0.514 -0.905 1.525
C -1.855 -1.523 -0.336
O -2.348 -2.312 -1.074
O -1.306 -0.334 -0.758
H -1.463 -3.273 2.635
H -0.560 -3.535 1.123
H -2.302 -3.763 1.156
H -2.801 -1.171 2.967
H -3.826 -1.635 1.605
H -3.047 -0.051 1.606
H -0.047 -1.343 2.251
S 1.363 0.627 -2.103
S 3.177 -0.189 -2.294
S 3.898 -0.550 -0.441
S 2.517 0.056 0.880
O 1.372 -3.026 -1.093
C 1.023 -2.032 -0.724
C -2.344 4.246 0.674
N -1.596 4.125 -0.673
C -0.346 5.034 -0.608
N 0.457 4.701 0.514
C -0.311 4.818 1.754
N -1.478 3.934 1.755
C -1.116 2.515 1.824
P -0.109 2.052 0.357
C -1.223 2.698 -0.961
C 1.131 3.405 0.388
H -3.198 3.572 0.619
H -2.682 5.280 0.732
H -2.208 4.464 -1.419
H -0.728 6.051 -0.529
H 0.186 4.902 -1.549
H -0.653 5.848 1.861
H 0.329 4.573 2.600
H -2.012 1.895 1.870
H -0.547 2.330 2.737
H -2.129 2.094 -1.011
H -0.733 2.666 -1.935
H 1.732 3.368 -0.523
H 1.811 3.264 1.229
```

# 4
DFT (ωB97M-V/def2-TZVPD) results for C11H20N2O3 in the gas phase at a distorted geometry.

Properties
Energy above the lowest of the compared OMol25 structures with the same formula, charge and spin   92.4 kcal/mol
Max |F|   5.68 eV/A
Frontier orbital gap   10.145 eV
E_tot   -766.27826 Ha
SMILES string   CC(C)C[C@H](N)C(=O)N1CCC[C@H]1C(=O)O

```
36
C11H20N2O3 ωB97M-V/def2-TZVPD
C -3.223 0.270 1.391
C -3.165 -0.371 0.039
C -4.422 -1.310 -0.030
C -1.724 -1.000 -0.274
C -0.648 0.035 -0.342
N -0.993 1.373 -1.069
C 0.676 -0.464 -0.732
O 0.796 -1.360 -1.540
N 1.710 0.114 -0.166
C 1.726 1.308 0.626
C 2.964 2.043 -0.007
C 3.970 0.932 -0.237
C 3.059 -0.297 -0.515
C 3.597 -1.542 0.329
O 4.324 -1.648 1.304
O 2.954 -2.601 -0.115
H -2.703 1.225 1.517
H -4.307 0.401 1.440
H -3.021 -0.436 2.216
H -3.328 0.576 -0.483
H -4.752 -1.451 -1.244
H -5.308 -0.842 0.686
H -4.140 -2.397 0.417
H -1.512 -1.734 0.476
H -2.074 -1.473 -1.179
H -0.630 0.451 0.620
H -1.171 1.149 -1.973
H -1.778 1.929 -0.473
H 1.830 0.907 1.779
H 0.752 1.813 0.664
H 3.317 2.934 0.651
H 2.630 2.466 -1.001
H 4.581 1.204 -1.108
H 4.709 0.856 0.481
H 3.034 -0.690 -1.521
H 2.271 -2.369 -0.630
```

# 5
DFT (ωB97M-V/def2-TZVPD) results for C11H20N2O5 in the gas phase at a distorted geometry.

Properties
Energy above the lowest of the compared OMol25 structures with the same formula, charge and spin   13.2 kcal/mol
Max |F|   2.63 eV/A
Frontier orbital gap   9.741 eV
E_tot   -916.90827 Ha
SMILES string   CC(C)C[C@H](N)C(=O)N[C@@H](CCC(=O)O)C(=O)O

```
38
C11H20N2O5 ωB97M-V/def2-TZVPD
C -4.092 -1.704 0.014
C -3.602 -0.370 0.691
C -3.974 -0.312 2.158
C -2.210 0.087 0.302
C -1.191 -1.008 0.421
N -1.100 -1.511 1.783
C 0.090 -0.439 -0.242
O 0.139 -0.309 -1.466
N 1.133 -0.191 0.570
C 2.371 0.148 -0.010
C 2.343 1.605 -0.576
C 2.423 1.558 -2.107
C 3.838 1.150 -2.577
O 4.776 0.821 -1.876
O 3.939 1.104 -3.887
C 3.413 0.028 1.139
O 3.061 -0.330 2.243
O 4.652 0.375 0.847
H -3.781 -1.728 -1.084
H -3.577 -2.579 0.420
H -5.181 -1.888 0.181
H -4.217 0.384 0.143
H -3.709 0.647 2.588
H -5.113 -0.346 2.321
H -3.548 -1.167 2.761
H -2.338 0.436 -0.743
H -1.923 0.907 0.978
H -1.519 -1.812 -0.246
H -1.075 -0.714 2.393
H -0.228 -1.995 1.988
H 1.096 -0.127 1.567
H 2.687 -0.633 -0.765
H 3.188 2.245 -0.298
H 1.497 2.184 -0.242
H 1.706 0.859 -2.494
H 2.124 2.508 -2.506
H 3.157 1.450 -4.323
H 4.743 0.665 -0.068
```

# 6
DFT (ωB97M-V/def2-TZVPD) results for C11H20N2O8S in the gas phase at a distorted geometry.

Properties
Energy above the lowest of the compared OMol25 structures with the same formula, charge and spin   32.6 kcal/mol
Max |F|   5.26 eV/A
Frontier orbital gap   9.014 eV
E_tot   -1540.60699 Ha
SMILES string   CSCC[C@@H](C(=O)O)N(CC(=O)[C@@H](O)[C@H](O)[C@H](O)CO)N=O

```
42
C11H20N2O8S ωB97M-V/def2-TZVPD
C 0.537 -2.779 3.614
S 1.001 -1.529 2.281
C 1.771 -0.134 3.261
C 1.972 1.265 2.456
C 1.209 1.425 1.139
C 0.141 2.460 1.239
O -0.353 2.683 2.252
O -0.254 3.073 0.131
N 2.174 1.466 -0.030
C 2.010 0.508 -1.151
C 0.748 0.637 -2.054
O 0.361 1.791 -2.277
C 0.041 -0.594 -2.764
O 0.981 -1.717 -2.662
C -1.272 -1.084 -2.137
O -1.744 -2.096 -3.020
C -2.215 -0.044 -1.742
O -1.935 0.465 -0.383
C -3.682 -0.421 -1.809
O -3.887 -1.705 -1.200
N 3.179 2.386 -0.308
O 3.002 3.425 0.378
H 0.089 -3.698 3.228
H -0.129 -2.435 4.379
H 1.400 -3.006 4.227
H 2.671 -0.539 3.710
H 1.082 0.059 4.048
H 2.942 1.453 2.156
H 1.744 1.974 3.108
H 0.665 0.508 0.918
H 0.269 2.709 -0.611
H 1.811 -0.468 -0.611
H 2.876 0.459 -1.790
H -0.122 -0.413 -3.828
H 0.699 -2.598 -2.996
H -0.974 -1.633 -1.271
H -2.482 -2.631 -2.576
H -2.254 0.866 -2.367
H -1.947 1.460 -0.381
H -4.315 0.346 -1.406
H -4.062 -0.423 -2.857
H -3.745 -1.473 -0.295
```

# 7
DFT (ωB97M-V/def2-TZVPD) results for 2 unconnected molecules or ions with the total composition C11H20N5O2 at a distorted geometry.

Properties
Energy above the lowest of the compared OMol25 structures with the same formula, charge and spin   234.2 kcal/mol
Max |F|   12.77 eV/A
Net charge   +1
Frontier orbital gap   9.709 eV
E_tot   -854.79530 Ha

```
38
C11H20N5O2 ωB97M-V/def2-TZVPD
C 4.557 1.074 -0.565
C 4.325 -0.418 -0.491
H 5.269 -0.894 -0.511
C 3.501 -0.743 0.813
C 2.075 -0.389 0.658
C 1.490 0.986 1.022
N 0.128 0.832 0.958
N -0.093 -0.300 0.411
N 0.957 -0.991 0.454
C -0.762 1.933 0.796
H -1.330 2.260 1.807
C -1.894 1.727 -0.421
O -1.629 1.920 -1.533
N -2.737 0.803 -0.009
C -3.032 0.000 1.065
H -2.334 0.216 2.062
C -2.993 -1.665 0.971
H -2.695 -2.099 1.869
H -3.928 -1.757 0.623
N -2.168 -1.683 -0.115
H -1.924 -2.717 -0.422
H -1.329 -1.052 0.174
C -2.751 -1.107 -1.429
C -3.507 0.164 -0.998
H -3.381 0.962 -2.266
H -4.411 -0.006 -0.925
H -3.451 -2.128 -1.882
H -1.912 -0.914 -2.248
H -4.075 0.291 1.701
H -0.308 2.899 0.624
H 2.030 2.114 1.152
H 3.375 -1.817 0.846
H 4.030 -0.219 1.683
O 3.307 -0.990 -1.551
H 3.760 -0.834 -2.364
H 5.138 1.428 -1.514
H 3.622 1.667 -0.911
H 5.081 1.449 0.466
```

# 8
DFT (ωB97M-V/def2-TZVPD) results for a molecular structure, C11H20OSe at a distorted geometry.

Properties
Energy above the lowest of the compared OMol25 structures with the same formula, charge and spin   7.7 kcal/mol
Max |F|   4.29 eV/A
Frontier orbital gap (spin up / spin down)   7.243 / 7.232 eV
E_tot   -2907.61821 Ha

```
33
C11H20OSe ωB97M-V/def2-TZVPD
C -0.712 -1.715 0.074
C -1.527 -1.729 -1.154
C -3.073 -1.466 -0.923
C -3.083 -0.084 -0.206
C -2.325 -0.204 1.200
C -0.955 -0.807 1.061
C 2.198 2.288 -1.565
C 1.343 1.335 1.412
C 3.062 -1.300 1.085
C 0.891 1.743 -1.038
C 1.297 0.783 0.077
O 0.474 -2.307 -0.078
Se 2.123 -0.719 -0.527
H -1.279 -0.904 -1.784
H -1.302 -2.707 -1.657
H -3.459 -1.310 -1.937
H -3.392 -2.132 -0.079
H -2.578 0.520 -0.851
H -4.128 0.141 -0.008
H -2.168 0.864 1.522
H -3.031 -0.759 1.850
H -0.389 -0.863 1.945
H 2.188 2.898 -2.477
H 2.639 2.959 -0.834
H 2.962 1.581 -1.902
H 1.242 0.505 2.273
H 0.478 2.092 1.620
H 2.298 1.922 1.638
H 2.497 -2.062 1.501
H 3.938 -1.651 0.588
H 3.219 -0.364 1.586
H 0.172 2.472 -0.650
H 0.380 0.980 -1.762
```

# 9
DFT (ωB97M-V/def2-TZVPD) results for 2 unconnected molecules or ions with the total composition C11H20OSi at a distorted geometry.

Properties
Energy above the lowest of the compared OMol25 structures with the same formula, charge and spin   167.2 kcal/mol
Max |F|   5.09 eV/A
Frontier orbital gap (spin up / spin down)   8.323 / 5.595 eV
E_tot   -795.59816 Ha

```
33
C11H20OSi ωB97M-V/def2-TZVPD
C -2.684 -2.891 0.481
C -2.946 -2.679 -0.865
C -2.578 -1.585 1.166
C -2.682 -0.701 0.072
C -2.566 -1.358 2.652
C 2.214 -1.322 -1.234
C 3.364 1.663 0.997
C -0.633 2.230 -2.204
C 0.847 -0.666 -0.777
C 1.956 1.457 1.600
C 0.360 2.505 -1.020
O -2.849 -1.319 -1.112
Si 0.685 1.004 0.142
H -2.673 -3.972 0.896
H -3.215 -3.242 -1.784
H -2.351 -2.254 3.087
H -1.754 -0.738 2.787
H -3.498 -0.759 2.903
H 2.507 -0.898 -2.191
H 2.997 -0.933 -0.508
H 2.098 -2.332 -1.310
H 3.901 2.113 1.842
H 3.931 0.709 0.630
H 3.386 2.397 0.043
H -1.376 1.492 -1.793
H -0.940 3.140 -2.552
H -0.153 1.585 -2.969
H 0.180 -1.272 -0.049
H 0.088 -0.529 -1.513
H 1.500 2.359 2.185
H 1.825 0.717 2.286
H -0.137 3.284 -0.309
H 1.196 2.797 -1.582
```

# 10
DFT (ωB97M-V/def2-TZVPD) results for 2 unconnected molecules or ions with the total composition C11H20OSi at a distorted geometry.

Properties
Energy above the lowest of the compared OMol25 structures with the same formula, charge and spin   114.6 kcal/mol
Max |F|   6.40 eV/A
Frontier orbital gap   8.427 eV
E_tot   -795.68188 Ha

```
33
C11H20OSi ωB97M-V/def2-TZVPD
C 0.035 -2.382 -1.003
C -1.662 -0.496 2.264
C -0.899 -1.757 2.087
C 2.132 1.605 0.806
C 2.739 0.310 0.559
C -0.283 -0.354 1.731
C 1.651 0.803 -0.336
C 1.300 -2.963 -1.412
C -1.850 0.969 -2.331
C -1.270 2.722 -0.420
C -1.460 1.266 -0.831
O -1.003 -2.947 -1.214
Si -0.050 0.073 -0.119
H -2.524 -0.396 1.781
H -1.651 -0.118 3.248
H -0.380 -2.314 2.840
H -1.132 -2.317 1.200
H 1.496 1.734 1.601
H 2.820 2.553 0.697
H 3.855 0.083 0.196
H 2.358 -0.453 1.228
H 0.526 -0.151 2.478
H 1.958 1.227 -1.283
H 1.928 -2.275 -1.874
H 1.931 -3.317 -0.569
H 1.113 -3.896 -2.039
H -2.173 -0.116 -2.229
H -2.684 1.527 -2.705
H -1.015 1.106 -2.947
H -1.256 2.935 0.553
H -2.035 3.192 -0.950
H -0.272 3.192 -0.869
H -2.244 0.955 -0.139
```

# 11
DFT (ωB97M-V/def2-TZVPD) results for a molecular structure, C11H21AuClN5O5P at a distorted geometry.

Properties
Energy above the lowest of the compared OMol25 structures with the same formula, charge and spin   15.3 kcal/mol
Max |F|   1.65 eV/A
Net charge   +1
Frontier orbital gap   9.226 eV
E_tot   -2018.42660 Ha

```
45
C11H21AuClN5O5P ωB97M-V/def2-TZVPD
Au -0.122 -1.422 -0.048
N 1.752 -2.150 -0.083
C 2.842 -1.773 0.036
N 4.068 -1.415 0.139
C 4.761 -1.400 1.420
C 6.198 -1.880 1.191
O 6.829 -1.095 0.208
C 6.181 -1.214 -1.034
C 4.739 -0.702 -0.940
H 4.239 -2.049 2.123
H 4.776 -0.370 1.803
H 6.196 -2.938 0.886
H 6.786 -1.769 2.104
H 6.187 -2.263 -1.365
H 6.751 -0.609 -1.743
H 4.204 -0.871 -1.874
H 4.747 0.371 -0.704
O -2.310 -2.320 -1.682
Cl -2.779 -2.938 -0.487
O -3.278 -1.825 0.350
O -3.832 -3.816 -0.705
O -1.698 -3.518 0.210
C -2.698 2.917 1.019
N -3.676 1.763 1.193
C -4.536 1.688 -0.073
N -3.744 1.630 -1.237
C -2.823 2.744 -1.314
N -1.941 2.772 -0.161
C -1.063 1.613 -0.135
P -1.953 -0.051 -0.044
C -2.962 0.495 1.440
C -3.113 0.344 -1.438
H -2.048 2.947 1.898
H -3.282 3.840 0.965
H -4.290 1.952 1.988
H -5.156 2.589 -0.090
H -5.165 0.797 0.001
H -3.391 3.678 -1.342
H -2.232 2.664 -2.226
H -0.390 1.703 0.724
H -0.437 1.636 -1.030
H -2.276 0.627 2.283
H -3.669 -0.301 1.678
H -3.872 -0.434 -1.546
H -2.520 0.359 -2.358
```

# 12
DFT (ωB97M-V/def2-TZVPD) results for a molecular structure, C11H21CaF11GeN3O7S2SeTe.

Properties
Energy above the lowest of the compared OMol25 structures with the same formula, charge and spin   5.0 kcal/mol
Max |F|   0.36 eV/A
Net charge   -1
Frontier orbital gap   6.826 eV
E_tot   -8441.74779 Ha

```
59
C11H21CaF11GeN3O7S2SeTe ωB97M-V/def2-TZVPD
Ca -0.144 -0.550 -0.919
C -3.020 -3.406 1.676
C -2.375 -2.327 0.857
N -1.145 -1.976 1.027
O -0.554 -2.688 2.087
C -3.185 -1.641 -0.140
C -4.666 -1.839 -0.246
N -2.557 -0.779 -0.902
O -3.211 -0.080 -1.747
H -2.278 -4.085 2.082
H -3.736 -3.954 1.065
H -3.571 -2.961 2.509
H 0.360 -2.384 2.091
H -5.124 -2.036 0.723
H -4.926 -2.664 -0.917
H -5.094 -0.932 -0.672
F -1.824 -0.391 -5.947
C -1.856 -0.090 -4.643
F -2.932 0.634 -4.409
F -1.897 -1.233 -3.958
S -0.325 0.850 -4.215
O -0.303 0.943 -2.759
O -0.432 2.076 -4.934
N 0.804 -0.045 -4.816
S 1.637 -1.139 -4.060
O 1.059 -1.582 -2.803
O 2.104 -2.145 -4.955
C 3.138 -0.143 -3.648
F 4.024 -0.862 -2.977
F 3.702 0.274 -4.783
F 2.805 0.930 -2.930
F 3.375 -3.288 1.447
Te 2.852 -1.788 0.472
F 3.804 -2.576 -0.908
F 4.422 -0.989 1.064
F 1.348 -2.828 -0.001
F 1.984 -1.374 2.107
O 2.161 -0.363 -0.357
C 2.453 1.910 2.272
Ge 0.709 2.131 3.117
C -0.061 0.434 3.674
C 0.907 3.308 4.677
C -0.586 3.003 1.917
Se -0.743 2.325 0.094
C 0.865 3.111 -0.665
H 3.145 1.460 2.985
H 2.860 2.873 1.959
H 2.391 1.253 1.406
H 0.664 -0.161 4.229
H -0.388 -0.148 2.815
H -0.927 0.610 4.315
H 1.583 2.860 5.406
H -0.056 3.474 5.162
H 1.316 4.276 4.384
H -0.405 4.076 1.833
H -1.585 2.881 2.339
H 1.761 2.637 -0.277
H 0.871 4.181 -0.468
H 0.797 2.938 -1.737
```